No. 1
Formula: C22H38AsF6N6NiO6PS2
Source: the Open Molecules 2025 dataset
Level of theory: the ωB97M-V functional and the def2-TZVPD basis

E_LUMO (spin up / spin down)   -2.07 / -6.40 eV
E   -7122.17027 hartree
Orbital gap (spin up / spin down)   8.95 / 4.63 eV
Highest occupied orbital energy (spin up / spin down)   -11.02 / -11.03 eV
Net charge   +1
2S+1   4
Maximum force   4.2 eV/A

Last column: Mulliken charge in e.
Positions of all 83 atoms, in Å:
Ni -0.196 0.205 0.044  1.445
C -2.942 2.576 3.497  -1.282
C -1.438 2.625 3.248  -0.570
As -0.913 2.229 1.377  0.670
C -2.262 3.310 0.405  -0.937
C -3.511 2.525 0.018  -1.160
C 0.696 3.333 1.076  -0.519
C 0.551 4.805 1.450  -1.330
H -3.135 2.645 4.567  0.400
H -3.371 1.644 3.135  0.233
H -3.457 3.402 3.008  0.352
H -0.920 1.931 3.901  0.279
H -1.058 3.627 3.448  0.655
H -1.762 3.702 -0.482  0.544
H -2.517 4.152 1.051  0.676
H -3.235 1.658 -0.581  0.053
H -4.205 3.145 -0.551  0.371
H -4.034 2.166 0.904  0.341
H 0.925 3.241 0.012  0.286
H 1.506 2.864 1.633  0.304
H -0.206 5.298 0.839  0.282
H 1.500 5.319 1.295  0.438
H 0.284 4.929 2.498  0.316
N -1.862 -2.504 4.194  -0.638
C -1.778 -2.702 2.753  -0.360
C -1.799 -1.334 2.086  0.412
O -2.027 -0.346 2.894  -0.246
O -1.618 -1.170 0.883  -0.761
H -2.292 -3.289 4.663  0.249
H -2.126 -0.753 3.799  0.396
H -0.936 -2.375 4.590  0.203
H -2.640 -3.270 2.400  0.511
H -0.871 -3.213 2.418  0.253
N 2.092 -2.000 -1.093  -0.186
C 2.775 -0.918 -0.698  0.436
S 2.064 0.622 -0.949  -0.702
N 3.987 -1.126 -0.192  -0.050
C 4.945 -0.238 0.360  0.627
C 5.093 1.082 -0.044  -0.227
C 6.047 1.878 0.571  -0.836
C 6.858 1.367 1.571  -0.473
C 6.721 0.042 1.956  -0.791
C 5.776 -0.762 1.347  -0.377
H 1.132 -1.898 -1.418  -0.029
H 2.413 -2.922 -0.841  0.243
H 4.191 -2.092 0.033  0.250
H 4.480 1.484 -0.834  0.508
H 6.162 2.905 0.252  0.407
H 7.590 2.003 2.049  0.412
H 7.344 -0.358 2.744  0.378
H 5.657 -1.790 1.662  0.329
N -0.940 -1.837 -1.695  0.103
C -1.529 -2.524 -2.781  0.575
C -1.242 -3.872 -2.982  -0.393
C -1.846 -4.581 -4.011  -0.879
C -2.746 -3.911 -4.809  0.364
C -3.027 -2.568 -4.670  -1.138
C -2.404 -1.869 -3.647  -0.265
S -3.700 -4.830 -6.091  1.251
O -3.485 -6.230 -5.814  -0.462
O -5.059 -4.372 -5.917  -0.438
O -3.063 -4.360 -7.314  -0.391
H -0.928 -2.413 -0.862  0.233
H -1.447 -0.981 -1.505  -0.340
H -0.560 -4.383 -2.313  0.380
H -1.646 -5.631 -4.164  0.491
H -3.742 -2.093 -5.325  0.363
H -2.627 -0.819 -3.496  0.359
N 0.082 0.960 -3.498  -0.287
C -0.862 1.551 -2.750  0.045
N -1.640 2.476 -3.345  -0.401
O -1.063 1.246 -1.553  0.309
H 0.275 1.261 -4.437  0.219
H 0.793 0.434 -3.006  0.106
H -1.555 2.686 -4.324  0.172
H -2.390 2.897 -2.826  0.206
F 0.950 -0.858 1.494  -0.617
P 1.862 -0.546 2.937  1.282
F 2.748 -1.815 2.519  -0.385
F 0.857 0.699 3.204  -0.283
F 2.666 -0.291 4.264  -0.394
F 2.792 0.432 2.086  -0.254
F 0.803 -1.511 3.685  -0.314

=====

No. 2
Formula: C22H38CrP2
Source: the Open Molecules 2025 dataset
Level of theory: the ωB97M-V functional and the def2-TZVPD basis

E_LUMO (spin up / spin down)   0.34 / 0.25 eV
E   -2587.91532 hartree
Orbital gap (spin up / spin down)   4.97 / 5.64 eV
Highest occupied orbital energy (spin up / spin down)   -4.63 / -5.39 eV
Net charge   0
2S+1   5
Maximum force   5.3 eV/A

Last column: Mulliken charge in e.
Positions of all 63 atoms, in Å:
P -1.403 1.277 1.043  1.005
P 0.906 -1.630 -0.550  0.881
C -0.066 1.172 -0.254  0.280
C 0.180 -0.053 -1.176  0.798
H 0.879 1.628 0.087  0.608
H -0.576 1.912 -0.870  -1.231
H -0.650 -0.211 -1.886  0.767
H 1.054 0.179 -1.780  -1.676
C 2.654 -1.348 -0.151  -1.355
H 3.023 -2.286 0.287  0.448
H 2.753 -0.562 0.618  0.277
H 3.248 -1.084 -1.035  0.431
C 0.565 -2.922 -1.739  -1.466
H 1.245 -2.847 -2.586  0.430
H -0.475 -2.853 -2.072  0.362
H 0.700 -3.873 -1.215  0.403
C -1.010 2.634 2.159  -1.313
H -1.603 2.485 3.069  0.393
H -1.257 3.595 1.693  0.369
H 0.053 2.592 2.425  0.344
C -2.995 1.392 0.165  -1.273
H -3.101 0.558 -0.552  0.283
H -3.110 2.355 -0.353  0.405
H -3.761 1.279 0.948  0.421
Cr -0.424 -0.858 1.113  -0.049
C 1.287 1.197 -3.661  -0.218
C 2.341 1.404 -2.866  0.139
C 2.994 2.740 -2.686  -1.031
C 2.021 3.926 -2.458  -0.914
C 0.749 3.588 -1.744  -0.257
C -0.398 3.274 -2.397  -0.239
C -0.480 3.077 -3.881  -1.040
C 0.665 2.259 -4.521  -0.937
C -1.853 -0.479 2.665  -1.453
H 0.928 0.168 -3.845  0.455
H 2.945 0.559 -2.461  0.291
H 3.586 2.941 -3.590  0.322
H 3.737 2.716 -1.872  0.382
H 2.552 4.719 -1.934  0.499
H 1.810 4.375 -3.444  0.309
H 0.724 3.751 -0.661  0.551
H -1.384 3.357 -1.905  0.571
H -0.507 4.076 -4.339  0.317
H -1.446 2.614 -4.151  0.360
H 0.296 1.820 -5.444  0.494
H 1.433 2.973 -4.869  0.331
H -2.382 -1.442 2.631  0.407
H -2.610 0.325 2.781  0.494
H -1.232 -0.504 3.581  0.317
C -0.152 -2.918 1.815  -1.138
C -0.641 -3.567 3.066  0.642
C -1.707 -4.492 3.053  -0.276
C -2.198 -5.018 4.254  -0.438
C -1.623 -4.662 5.476  -0.576
C -0.519 -3.815 5.484  -0.411
C -0.006 -3.294 4.300  -0.583
H 0.950 -2.822 1.855  0.230
H -0.479 -3.501 0.931  0.121
H -2.127 -4.792 2.108  0.343
H -3.002 -5.736 4.223  0.372
H -1.970 -5.105 6.397  0.366
H -0.012 -3.576 6.420  0.337
H 0.882 -2.671 4.300  0.317

=====

No. 3
Formula: C22H38FGaNO15S
Source: the Open Molecules 2025 dataset
Level of theory: the ωB97M-V functional and the def2-TZVPD basis

E_LUMO   2.28 eV
E   -4467.41401 hartree
Orbital gap   7.72 eV
Highest occupied orbital energy   -5.44 eV
Net charge   -1
Maximum force   1.9 eV/A

Last column: Mulliken charge in e.
Positions of all 79 atoms, in Å:
C 2.263 0.232 -0.954  -1.251
C 1.838 1.134 -2.085  0.805
O 2.584 1.423 -2.978  -0.684
N 0.538 1.570 -2.032  0.157
C 0.383 3.035 -2.220  -0.448
C -0.265 3.667 -1.003  -0.536
C -1.752 3.383 -0.790  -0.967
C -2.053 2.127 0.085  -0.884
Ga -2.486 0.429 -0.950  0.416
S -4.792 -0.082 -0.912  0.857
O -4.996 -1.270 -1.696  -0.647
O -5.314 -0.224 0.418  -0.635
F -5.643 1.065 -1.718  -0.300
H 3.334 0.140 -0.917  0.291
H 1.749 -0.715 -1.067  0.431
H 1.913 0.690 -0.036  0.338
H 0.240 1.371 -1.083  -0.211
H 1.352 3.486 -2.410  -0.033
H -0.223 3.254 -3.090  0.300
H -0.164 4.740 -1.152  0.474
H 0.309 3.442 -0.112  0.268
H -2.128 4.227 -0.236  0.440
H -2.301 3.358 -1.728  0.487
H -1.150 1.923 0.647  0.281
H -2.816 2.351 0.816  0.681
H -1.795 -0.833 -0.239  -0.368
H -2.051 0.472 -2.485  -0.288
C 6.129 3.812 -2.429  -1.657
C 4.806 4.051 -1.744  0.870
C 4.729 5.344 -0.968  -0.491
O 3.782 5.022 0.057  -0.327
C 3.855 3.680 0.269  0.652
O 3.357 3.114 1.185  -0.541
O 4.582 3.081 -0.710  -0.340
H 6.331 4.591 -3.165  0.386
H 6.941 3.788 -1.701  0.375
H 6.122 2.847 -2.935  0.375
H 3.986 3.968 -2.463  0.080
H 4.379 6.183 -1.565  0.309
H 5.678 5.610 -0.493  0.305
C -4.641 -4.124 -3.179  -1.292
C -3.172 -4.425 -3.335  0.570
C -2.841 -5.888 -3.504  -0.504
O -1.517 -5.968 -2.956  -0.342
C -1.410 -4.973 -2.036  0.531
O -0.520 -4.886 -1.247  -0.598
O -2.440 -4.114 -2.132  -0.228
H -5.196 -4.436 -4.066  0.380
H -5.050 -4.635 -2.306  0.346
H -4.798 -3.058 -3.023  0.269
H -2.748 -3.828 -4.147  0.224
H -2.845 -6.211 -4.542  0.314
H -3.496 -6.539 -2.920  0.299
C 1.436 -6.599 0.443  -1.356
C 1.683 -6.174 1.866  0.598
C 2.529 -4.935 2.012  -0.487
O 3.154 -5.142 3.291  -0.339
C 3.234 -6.481 3.489  0.626
O 3.879 -7.000 4.344  -0.551
O 2.484 -7.145 2.578  -0.365
H 0.894 -5.824 -0.104  0.465
H 2.379 -6.805 -0.067  0.334
H 0.850 -7.518 0.415  0.328
H 0.735 -6.069 2.400  0.240
H 1.947 -4.017 2.014  0.318
H 3.311 -4.864 1.253  0.285
C -2.817 1.923 5.640  -1.460
C -1.888 2.935 5.017  0.501
C -2.361 4.367 5.106  -0.542
O -1.761 4.958 3.948  -0.349
C -1.604 3.965 3.024  0.545
O -1.337 4.132 1.884  -0.397
O -1.808 2.751 3.598  -0.295
H -2.934 2.111 6.709  0.386
H -3.797 1.956 5.163  0.354
H -2.430 0.915 5.503  0.360
H -0.879 2.828 5.428  0.246
H -2.030 4.873 6.010  0.308
H -3.447 4.459 5.019  0.309

=====

No. 4
Formula: C22H38FI2O13P
Source: the Open Molecules 2025 dataset
Level of theory: the ωB97M-V functional and the def2-TZVPD basis

E_LUMO   0.13 eV
SMILES   CCCCO[PH2](CCCF)[C@H](I)[C@H](C)I.O=C1OCCO1.O=C1OCCO1.O=C1OCCO1.O=C1OCCO1
E   -2875.81097 hartree
Orbital gap   9.09 eV
Highest occupied orbital energy   -8.96 eV
Net charge   0
Maximum force   0.5 eV/A

Last column: Mulliken charge in e.
Positions of all 77 atoms, in Å:
C -3.859 1.878 2.268  -1.118
C -3.585 0.685 1.348  -0.412
C -2.189 0.093 1.524  -1.011
C -1.045 1.092 1.279  -0.118
O -0.096 0.607 0.339  -0.180
P -0.289 1.159 -1.304  0.656
C 0.567 2.739 -0.954  -0.844
C 0.125 4.088 -1.526  -0.119
C -0.715 4.941 -0.578  -0.512
F -0.374 4.707 0.761  -0.298
C -0.578 1.334 -3.222  -1.169
I 1.273 1.916 -4.179  0.029
C -1.860 1.916 -3.856  -0.107
C -1.715 2.843 -5.053  -1.600
I -3.242 2.884 -2.485  0.015
H -3.364 1.748 3.233  0.281
H -3.480 2.809 1.842  0.259
H -4.925 2.007 2.452  0.366
H -4.330 -0.094 1.526  0.446
H -3.709 0.994 0.305  0.073
H -2.104 -0.330 2.529  0.480
H -2.049 -0.732 0.821  0.248
H -1.456 2.056 0.940  0.165
H -0.510 1.309 2.205  0.405
H 0.552 0.082 -1.610  -0.296
H -1.667 0.914 -1.186  -0.172
H 0.635 2.799 0.128  0.560
H 1.585 2.540 -1.292  0.610
H 1.027 4.643 -1.791  0.386
H -0.423 3.969 -2.463  -0.178
H -0.533 6.001 -0.762  0.362
H -1.781 4.745 -0.677  0.119
H -0.586 0.280 -3.504  0.890
H -2.453 1.061 -4.170  0.559
H -2.698 3.149 -5.407  0.436
H -1.149 3.740 -4.802  0.372
H -1.205 2.317 -5.860  0.427
O 5.365 3.970 -1.281  -0.559
C 4.703 4.168 -0.315  0.599
O 3.357 4.061 -0.267  -0.255
C 2.927 4.183 1.102  0.474
C 4.089 4.927 1.729  -0.418
O 5.188 4.556 0.888  -0.373
H 1.989 4.734 1.141  0.152
H 2.763 3.185 1.504  -0.250
H 3.970 6.011 1.674  0.263
H 4.300 4.631 2.753  0.340
O 2.008 1.526 2.778  -0.575
C 2.064 0.451 2.261  0.766
O 2.704 0.199 1.105  -0.298
C 2.670 -1.210 0.855  -0.507
C 1.501 -1.659 1.713  0.396
O 1.491 -0.666 2.750  -0.452
H 2.530 -1.382 -0.209  0.298
H 3.617 -1.644 1.180  0.322
H 0.555 -1.601 1.175  -0.213
H 1.626 -2.646 2.149  0.267
O -0.075 -4.969 1.012  -0.512
C -0.333 -5.005 2.174  0.653
O -1.523 -5.368 2.689  -0.331
C -1.396 -5.469 4.115  -0.344
C -0.193 -4.583 4.392  -0.288
O 0.530 -4.672 3.156  -0.298
H -2.316 -5.128 4.579  0.307
H -1.214 -6.513 4.374  0.255
H -0.470 -3.542 4.558  0.224
H 0.440 -4.932 5.202  0.314
O -0.782 -6.424 -5.358  -0.518
C -0.466 -6.435 -4.214  0.630
O -1.149 -5.829 -3.216  -0.340
C -0.597 -6.244 -1.959  0.024
C 0.806 -6.667 -2.355  -0.291
O 0.634 -7.055 -3.722  -0.349
H -0.628 -5.425 -1.251  0.113
H -1.188 -7.080 -1.580  0.217
H 1.514 -5.838 -2.312  0.256
H 1.191 -7.509 -1.788  0.293

=====

No. 5
Formula: C22H38GeN7O3Y
Source: the Open Molecules 2025 dataset
Level of theory: the ωB97M-V functional and the def2-TZVPD basis

E_LUMO (spin up / spin down)   -8.85 / -12.59 eV
E   -3584.62645 hartree
Orbital gap (spin up / spin down)   9.05 / 5.31 eV
Highest occupied orbital energy (spin up / spin down)   -17.90 / -17.90 eV
Net charge   +3
2S+1   2
Maximum force   0.4 eV/A

Last column: Mulliken charge in e.
Positions of all 72 atoms, in Å:
Y -0.013 -0.049 -0.010  1.611
C 2.057 1.330 -4.075  -1.510
C 2.408 0.562 -2.811  1.239
C 3.206 1.555 -1.844  -1.383
C 3.253 -0.673 -3.052  -1.434
O 1.277 0.285 -2.050  0.663
Ge -0.732 -0.150 -2.991  0.102
O -0.685 -1.467 -1.682  -0.112
C -0.462 -2.904 -2.015  1.641
C -1.626 -3.662 -1.409  -1.504
C 0.880 -3.277 -1.405  -0.920
C -0.427 -3.078 -3.523  -1.981
O -1.344 0.927 -1.595  -0.360
C -1.826 2.314 -1.858  1.496
C -3.115 2.470 -1.076  -1.520
C -0.717 3.247 -1.397  -0.796
C -2.082 2.485 -3.346  -2.006
H 2.957 1.625 -4.611  0.526
H 1.479 2.225 -3.847  0.244
H 1.476 0.680 -4.739  0.464
H 4.082 1.852 -2.423  0.561
H 3.518 1.030 -0.946  0.313
H 2.606 2.431 -1.611  0.299
H 4.174 -0.409 -3.570  0.527
H 2.707 -1.377 -3.684  0.293
H 3.516 -1.167 -2.117  0.293
H -1.714 -3.470 -0.340  0.296
H -1.491 -4.734 -1.560  0.439
H -2.564 -3.372 -1.882  0.374
H 0.907 -3.033 -0.338  -0.233
H 1.694 -2.749 -1.903  -0.075
H 1.064 -4.347 -1.501  0.618
H -1.368 -2.768 -3.986  0.526
H -0.292 -4.133 -3.762  0.501
H 0.405 -2.538 -3.983  0.397
H -2.975 2.245 -0.020  0.319
H -3.883 1.803 -1.467  0.389
H -3.482 3.493 -1.162  0.455
H -0.413 3.026 -0.367  -0.242
H -1.046 4.286 -1.421  0.573
H 0.162 3.158 -2.039  -0.049
H -2.818 1.763 -3.709  0.508
H -1.165 2.408 -3.939  0.475
H -2.493 3.477 -3.533  0.507
N -0.883 -3.211 3.221  0.126
C -0.421 -3.006 1.997  -0.562
N -0.537 -1.711 1.700  0.270
C -1.099 -1.186 2.841  0.254
N -1.318 -2.070 3.775  -0.587
C -1.419 0.234 2.999  0.286
C -1.990 0.705 4.179  -0.487
N -2.276 1.986 4.349  -0.474
C -1.998 2.806 3.343  -0.658
C -1.433 2.348 2.163  -0.697
N -1.138 1.055 1.974  0.431
H -0.940 -4.079 3.738  0.243
H -0.028 -3.790 1.373  0.573
H -2.214 0.021 4.989  0.542
H -2.230 3.856 3.473  0.435
H -1.225 3.042 1.362  0.655
C 2.092 2.690 2.013  -1.159
C 2.603 1.307 1.814  0.247
N 2.008 0.322 1.142  0.340
C 2.854 -0.785 1.240  -0.529
C 3.943 -0.454 1.969  -0.692
N 3.762 0.864 2.318  0.011
H 1.441 2.981 1.190  0.074
H 2.913 3.405 2.056  0.520
H 1.534 2.768 2.948  0.296
H 2.630 -1.733 0.776  0.355
H 4.810 -1.020 2.264  0.449
H 4.402 1.414 2.874  0.216

=====

No. 6
Formula: C22H38N4O3S3
Source: the Open Molecules 2025 dataset
Level of theory: the ωB97M-V functional and the def2-TZVPD basis

E_LUMO (spin up / spin down)   -2.08 / -6.94 eV
E   -2499.87272 hartree
Orbital gap (spin up / spin down)   7.99 / 3.14 eV
Highest occupied orbital energy (spin up / spin down)   -10.07 / -10.07 eV
Net charge   +1
2S+1   2
Maximum force   4.4 eV/A

Last column: Mulliken charge in e.
Positions of all 70 atoms, in Å:
N -3.790 2.014 -0.482  -0.006
C -3.303 0.976 -1.299  -0.653
C -3.354 -0.247 -0.618  -0.241
C -3.771 0.066 0.727  -0.675
C -4.001 1.460 0.750  -0.534
H -3.927 2.961 -0.806  0.233
H -3.204 1.112 -2.366  0.556
H -3.250 -1.231 -1.051  0.562
H -4.109 -0.612 1.498  0.461
H -4.287 2.198 1.484  0.429
N -0.399 5.702 2.797  -0.003
C -0.351 6.083 1.429  -0.398
C -0.353 5.016 0.658  -1.053
C -0.671 3.912 1.447  0.581
C -0.616 4.307 2.736  -0.862
H -0.260 6.318 3.586  0.193
H -0.382 7.139 1.204  0.384
H -0.293 5.104 -0.417  0.372
H -0.918 2.964 0.993  0.510
H -0.675 3.735 3.651  0.299
N -2.642 2.444 5.533  0.047
C -2.116 1.446 4.791  -0.751
C -0.825 1.179 5.240  0.003
C -0.540 1.926 6.402  -0.571
C -1.655 2.708 6.532  -0.634
H -3.554 2.861 5.410  0.207
H -2.634 1.108 3.906  0.396
H -0.121 0.431 4.907  0.495
H 0.383 1.936 6.963  0.401
H -1.810 3.414 7.334  0.387
N -0.043 1.370 -4.282  0.065
C 0.888 1.268 -5.275  -0.587
C 0.755 0.017 -5.746  -0.361
C -0.352 -0.621 -5.209  -0.716
C -0.862 0.302 -4.210  -0.378
H -0.059 2.172 -3.668  0.227
H 1.535 2.109 -5.475  0.422
H 1.341 -0.398 -6.553  0.421
H -0.605 -1.644 -5.447  0.499
H -1.594 0.148 -3.431  0.330
C -0.465 0.153 1.630  -0.130
S 0.990 -0.025 0.496  0.229
O 1.725 -1.215 1.096  -0.536
C 0.231 -0.441 -1.092  -0.535
H -0.074 0.701 2.487  0.272
H -0.721 -0.845 1.985  0.529
H -1.280 0.722 1.183  -0.566
H -0.764 -0.856 -0.935  0.211
H 0.959 -0.948 -1.725  0.168
H 0.010 0.521 -1.554  0.312
C 3.995 -2.934 0.201  -0.945
S 2.712 -4.188 0.528  0.708
O 3.227 -5.513 -0.008  -0.315
C 2.973 -3.985 2.363  -0.862
H 4.312 -2.255 0.993  0.404
H 3.705 -2.187 -0.538  0.271
H 4.886 -3.377 -0.244  0.473
H 2.599 -2.974 2.519  0.347
H 4.016 -3.998 2.680  0.366
H 2.425 -4.782 2.866  0.374
C 2.002 -3.338 -3.047  -0.686
S 3.024 -4.830 -3.434  0.482
O 2.721 -5.960 -2.408  -0.529
C 2.111 -5.317 -4.973  -0.964
H 1.794 -3.262 -1.980  -0.041
H 0.984 -3.392 -3.434  0.414
H 2.579 -2.490 -3.418  0.429
H 2.522 -6.199 -5.464  0.351
H 2.177 -4.450 -5.630  0.380
H 1.051 -5.490 -4.782  0.330